1.
The following is a quantum chemistry calculation of a molecular structure, C2HFKO2 in a non-equilibrium geometry, from the Open Molecules 2025 dataset.

The value obtained for the molar mass is 115.124 g/mol. The expectation value of S² is 0.755. For the energy relative to the best compared isomer or geometry (same formula, charge and spin), the calculation gives 3.3 kcal/mol. The total energy is -25224.662 eV. Its total charge is 0. The calculation puts the LUMO energy (alpha / beta) at -0.91 / -1.01 eV. The spin multiplicity is 2.

The geometry in XYZ format:
```
7
C2HFKO2 (wB97M-V/def2-TZVPD)
C 0.77 0.77 0.77
H 1.26 0.34 1.66
F 1.48 1.93 0.42
K -2.23 0.55 0.58
O 1.40 -0.37 -1.93
C 0.54 -0.55 -1.15
O -0.64 -0.79 -1.07
```

=====

2.
The following is a quantum chemistry calculation of a single C6H9NO4S molecule in a non-equilibrium geometry, from the Open Molecules 2025 dataset.

The value obtained for the molar mass is 191.208 g/mol. For the energy relative to the best compared isomer or geometry (same formula, charge and spin), the calculation gives 80.2 kcal/mol. The total energy is -26877.681 eV. Its total charge is 0. The calculation puts the LUMO energy at -0.17 eV.

The geometry in XYZ format:
```
21
C6H9NO4S (wB97M-V/def2-TZVPD)
C 2.56 1.55 0.03
C 1.27 1.71 0.46
C 0.18 0.74 0.32
C -2.45 -0.14 -0.02
C -2.67 -0.24 -1.45
C 1.58 -1.61 1.27
N -1.15 0.92 0.28
O -3.02 -0.43 0.95
O -1.71 2.01 0.25
O -0.78 -1.75 -0.09
O 1.18 -1.13 -1.30
S 0.45 -1.02 -0.06
H 3.37 2.28 0.20
H 3.15 0.70 -0.44
H 0.95 2.51 1.05
H -1.71 -0.55 -1.97
H -3.31 -1.02 -1.73
H -3.05 0.68 -1.98
H 2.54 -1.25 0.97
H 0.85 -1.33 2.07
H 1.75 -2.66 1.17
```

=====

Please write out number 1 again, unchanged.
The following is a quantum chemistry calculation of a molecular structure, C2HFKO2 in a non-equilibrium geometry, from the Open Molecules 2025 dataset.

The value obtained for the molar mass is 115.124 g/mol. The expectation value of S² is 0.755. For the energy relative to the best compared isomer or geometry (same formula, charge and spin), the calculation gives 3.3 kcal/mol. The total energy is -25224.662 eV. Its total charge is 0. The calculation puts the LUMO energy (alpha / beta) at -0.91 / -1.01 eV. The spin multiplicity is 2.

The geometry in XYZ format:
```
7
C2HFKO2 (wB97M-V/def2-TZVPD)
C 0.77 0.77 0.77
H 1.26 0.34 1.66
F 1.48 1.93 0.42
K -2.23 0.55 0.58
O 1.40 -0.37 -1.93
C 0.54 -0.55 -1.15
O -0.64 -0.79 -1.07
```